1.
DFT (ωB97M-V with the def2-TZVPD basis set) results for a structure of composition C34H60N2NdO2Si.

The geometry in XYZ format:
```
100
Properties=species:S:1:pos:R:3:forces:R:3
Nd 0.1385 0.5484 -0.6973 -0.56 -1.56 0.94
Si 2.3999 2.4124 -3.8807 -0.11 0.31 -0.22
O 0.9102 -0.4692 -4.9958 -0.19 -0.32 -1.41
O 1.3234 -1.4761 -2.4461 -0.51 -0.71 1.45
N -1.7846 1.6443 -0.2251 -0.02 0.08 -0.24
N -0.7410 -0.5712 1.3281 -0.64 0.43 -0.03
C -2.4686 1.8887 0.8912 0.49 0.13 -0.53
C -1.4568 -0.6915 -5.5275 -0.16 -0.17 -0.25
C -2.8069 -2.4578 0.6569 -0.55 -0.07 -0.36
C -2.8078 1.5907 -2.4529 0.52 0.18 0.20
C -2.1920 3.2695 -4.0886 -0.09 -0.01 0.12
C 1.9485 -0.9461 -5.8847 -0.36 0.37 0.48
C -1.6228 -0.6359 3.6258 -0.17 0.25 0.25
C 1.7788 1.7762 0.5122 0.07 -0.36 0.06
C 0.5213 -3.4857 -3.5580 -0.08 -0.19 -0.23
C -2.8810 2.1027 -3.7434 0.14 0.27 -0.23
C 1.1046 -3.7704 1.8650 -0.21 -0.08 -0.07
C -3.5404 0.3358 -2.0799 -0.43 -0.38 -0.05
C -2.1807 1.2343 2.0920 -0.30 0.42 0.23
C -0.5509 4.2159 -0.7940 0.23 0.52 0.29
C -1.4706 0.0359 2.2782 0.61 -0.99 -0.54
C -1.4562 3.9668 -3.1276 -0.12 -0.16 -0.13
C -0.2130 0.1474 -5.6725 0.74 0.03 0.14
C 0.1558 -4.6971 1.4362 -0.03 0.09 -0.03
C 0.3104 -2.5260 -2.4213 0.62 0.32 0.26
C -1.3556 3.4819 -1.8242 -0.20 -0.61 0.01
C 1.2620 1.2682 -2.8825 0.51 -1.00 -1.16
C -2.0056 2.2627 -1.5031 -0.53 0.32 0.24
C 0.8142 -2.4062 1.8763 -0.52 0.01 -0.36
C 3.9952 1.5121 -4.2454 0.20 -0.04 -0.02
C 1.4719 -1.9585 -6.8953 0.09 -0.14 -0.36
C -1.1114 -4.2665 1.0373 0.33 -0.01 0.10
C 2.7426 3.9439 -2.8432 0.02 0.01 0.10
C -3.5617 2.9101 0.8260 -0.30 0.04 0.59
C 1.8290 -1.4224 2.3708 0.51 0.14 0.29
C 2.7124 -1.8861 -2.2895 -0.64 0.11 -0.50
C -0.4512 -1.9724 1.4206 0.28 -0.13 0.55
C -1.4321 -2.9116 1.0384 0.36 0.28 0.04
C 1.6059 3.0279 -5.4614 0.00 -0.05 -0.29
C 2.9573 -2.9453 -1.2445 0.24 -0.10 0.20
H 4.6199 2.0967 -4.9363 -0.13 -0.11 0.19
H -4.0618 2.9384 1.7970 -0.07 0.17 -0.22
H 0.0416 0.2934 -6.7344 -0.14 0.06 0.31
H -2.9046 -0.5654 -2.1598 -0.14 0.29 0.09
H -3.4136 -2.1817 1.5330 0.21 0.00 -0.20
H 2.6700 1.1422 0.6968 -0.23 0.41 0.04
H -2.8037 -1.5930 -0.0228 0.10 -0.15 0.28
H 0.4516 3.7830 -0.6328 -0.40 0.05 -0.09
H -2.2744 -0.1927 -6.0561 -0.04 -0.10 0.08
H 1.7763 1.3555 -1.8881 -0.07 0.29 -0.79
H 1.2219 1.8704 1.4640 0.28 0.09 -0.08
H 2.5308 -3.9107 -1.5267 0.02 0.10 0.11
H 2.5880 -2.6725 -0.2475 -0.04 0.02 -0.28
H 2.1668 3.8960 -5.8380 -0.09 -0.20 0.10
H -4.3843 0.1795 -2.7662 0.24 0.01 0.16
H -0.6769 -1.0430 4.0043 -0.21 0.01 -0.23
H 0.5637 -2.9317 -4.5031 -0.04 -0.18 0.34
H 1.2181 0.1378 -3.2958 0.22 2.98 1.03
H -2.3605 -1.4514 3.5814 0.26 0.17 -0.05
H 2.0959 2.7697 0.1818 0.11 -0.14 0.18
H 3.6144 4.4771 -3.2454 -0.16 -0.08 0.06
H -3.4962 1.5838 -4.4821 0.20 0.20 0.17
H 0.3479 -3.0195 -1.4375 -0.11 -0.01 -0.22
H 2.5537 -1.9322 3.0196 -0.14 0.12 -0.18
H 2.7163 -1.3829 -5.2286 -0.27 0.16 -0.17
H -0.3953 5.2532 -1.1240 -0.01 -0.29 0.11
H -1.3175 -1.6842 -5.9789 -0.06 0.24 0.19
H -0.3552 1.1430 -5.2247 0.01 -0.27 -0.10
H -1.0493 4.2537 0.1867 0.19 -0.09 -0.33
H 4.0396 -3.0795 -1.1574 -0.08 -0.04 -0.01
H 2.9589 3.7064 -1.7946 0.00 0.04 -0.14
H 3.0416 -2.2076 -3.2877 0.15 -0.08 0.33
H -0.3010 -4.2064 -3.6030 0.14 0.03 -0.01
H 1.8971 4.6461 -2.8635 0.13 -0.18 0.01
H -0.6676 -2.0155 -2.5031 0.39 -0.02 -0.05
H 3.2414 -0.9597 -2.0480 -0.04 -0.06 -0.04
H -3.1661 3.9074 0.6023 -0.08 -0.19 -0.05
H 0.5695 3.3532 -5.3075 0.16 -0.06 0.01
H -1.7489 -0.8058 -4.4778 0.08 -0.01 -0.11
H 2.3495 -2.3382 -7.4239 -0.09 -0.03 -0.07
H -4.3012 2.6490 0.0571 0.23 0.06 0.12
H 2.3947 -0.0786 -6.3968 -0.02 -0.20 0.06
H 0.9655 -2.8127 -6.4384 0.06 0.16 -0.07
H -3.3365 -3.2711 0.1437 0.07 0.18 0.16
H -2.6676 1.6414 2.9787 0.01 -0.24 -0.31
H 3.8202 0.5347 -4.7069 0.04 0.16 0.10
H 1.4601 -4.0327 -3.4157 -0.23 0.00 -0.16
H -1.9898 0.1037 4.3468 0.06 -0.26 -0.10
H -3.9474 0.3675 -1.0593 0.21 0.00 -0.28
H 4.5745 1.3560 -3.3269 -0.04 0.01 -0.13
H -2.2555 3.6532 -5.1074 0.00 -0.08 0.27
H 0.3996 -5.7570 1.4259 -0.06 0.19 0.02
H 1.3855 -0.6092 2.9578 0.05 -0.14 -0.24
H 2.4113 -0.9651 1.5547 -0.20 -0.05 0.17
H 0.2345 1.7010 -2.9255 0.57 0.05 0.22
H 1.6111 2.2692 -6.2540 -0.04 0.15 0.11
H -1.8698 -4.9853 0.7285 0.20 0.10 0.08
H 2.0868 -4.0977 2.2103 -0.27 0.01 -0.08
H -0.9567 4.9061 -3.3798 -0.17 -0.31 0.01
H 0.8125 -1.5039 -7.6427 0.07 -0.17 0.14
```
Positions in Å, forces in eV/Å.

Calculated values
- Expectation value of S²: 3.75
- Charge: +1
- Highest occupied orbital energy (alpha / beta): -0.388 / -0.388 Ha
- Multiplicity: 4
- Electronic energy: -66456.451 eV

2.
DFT (ωB97M-V with the def2-TZVPD basis set) results for a cluster of 10 separate species, C34H61N2O29S in total.

The geometry in XYZ format:
```
127
Properties=species:S:1:pos:R:3:forces:R:3
S 1.5734 -3.3675 1.4503 -0.13 -0.52 0.45
O -3.6651 0.2683 5.2242 0.21 0.40 0.10
O -2.4030 -4.4537 4.9179 -0.07 0.15 -0.17
O 1.2625 -0.4068 0.2148 2.11 -2.48 -0.44
O 8.7857 3.7512 11.8160 -0.05 0.18 -0.32
O -9.2396 -0.3763 -5.5171 0.41 -0.01 -0.24
O 3.2116 0.4040 -0.6540 -2.31 -5.40 1.34
O -2.0592 1.0610 6.6246 -0.34 0.09 -0.33
O -2.3564 -0.1678 -1.3721 -0.43 0.03 -0.80
O -3.0192 2.3329 5.0030 -0.05 -0.39 0.18
O 4.8447 3.7045 6.1985 0.57 0.10 -0.03
O -3.5087 -1.5973 -9.7050 -0.28 0.01 -0.65
O 9.6535 3.8726 9.7176 -0.29 0.11 0.37
O -4.6253 -2.9659 -11.1356 0.14 0.43 0.03
O 6.9284 4.2953 5.9832 -0.25 -0.09 0.03
O 6.3258 2.1819 5.3989 0.05 0.48 0.23
O -1.7502 1.2321 -3.0556 -0.39 -0.40 -0.01
O -4.2943 -0.7539 -11.5489 0.04 -0.25 0.21
O -1.5661 -3.4022 3.2084 -0.54 -0.32 0.54
O -1.1375 -4.3847 -4.8647 -0.43 -0.26 -0.57
O -3.8215 -3.4044 3.4799 0.31 -0.21 0.30
O 1.1763 4.2253 -1.8997 -0.19 0.64 -0.79
O -6.9892 -0.6017 -5.2886 -0.38 0.08 -0.44
O 2.0374 4.3484 -3.9986 -0.38 0.32 0.15
O 7.8367 5.0714 10.3717 0.38 -0.34 0.28
O 0.2161 5.5435 -3.3385 0.11 -0.03 -0.03
O -3.0091 -3.7467 -5.9849 0.33 -0.43 0.00
O -1.9230 -5.7049 -6.4028 -0.03 0.34 0.19
O -3.2760 -0.4344 -3.3251 0.05 0.01 0.10
O -7.8069 -0.3091 -7.2819 -0.01 -0.04 0.37
N 4.3068 -0.7068 3.8242 2.41 -4.41 -4.12
N 3.1225 -2.9784 0.7725 0.89 0.46 1.15
C 3.0301 -2.1469 -0.4582 0.78 0.77 -1.24
C -3.3179 -2.7132 -8.8346 0.11 -0.18 0.39
C -1.7387 -2.6165 2.0267 0.07 0.43 -0.62
C -3.4205 -0.0419 -4.6885 -0.12 0.02 -0.39
C -2.1956 3.4224 5.4131 0.24 0.36 0.05
C -8.9262 -0.1145 -8.1432 -0.26 0.05 -0.29
C -2.7098 -3.7204 3.8312 0.45 0.15 -0.38
C 9.8028 2.8085 12.1479 0.26 -0.28 0.15
C -2.3934 0.3063 -2.6259 0.28 0.03 0.62
C -8.1260 -0.4242 -5.9808 0.21 -0.03 0.10
C 3.8168 2.7198 6.0734 -0.46 -0.35 -0.11
C 1.2277 4.6704 -3.1622 0.12 -0.47 0.64
C -3.5326 -4.8655 5.6832 -0.20 -0.15 0.20
C 4.0705 -2.4246 1.7715 2.51 0.50 1.47
C 5.6405 -1.2059 3.8100 0.87 -0.40 -0.10
C -4.9984 -0.9108 -12.7784 -0.17 0.03 -0.33
C 2.4237 -0.6817 -0.2491 1.03 6.10 -1.24
C -2.8349 1.2057 5.7112 -0.03 -0.04 -0.13
C -7.1753 -0.7405 -3.8802 0.08 -0.07 0.55
C 7.7735 5.6313 9.0602 -0.09 0.19 -0.47
C 3.6206 -1.3594 2.7628 -0.23 -0.09 -0.30
C -3.5768 -0.9920 5.8858 -0.07 -0.45 0.15
C -2.8954 -5.9996 -7.4031 -0.24 -0.16 -0.24
C -1.4519 0.5256 -0.5055 0.50 0.39 0.32
C 6.3290 -2.2178 2.9109 -3.09 0.19 -0.90
C 2.1999 3.2809 -1.5637 0.39 -0.57 0.28
C -2.1139 -4.5315 -5.7723 0.32 0.00 0.35
C -4.1872 -1.8836 -10.8270 0.17 0.09 0.30
C 8.8416 4.1987 10.5493 -0.19 0.12 -0.04
C 8.2709 3.9840 5.6141 0.41 -0.08 -0.13
C 0.1486 6.1008 -4.6472 -0.06 0.10 -0.23
C 6.0599 3.2800 5.8171 -0.30 -0.13 -0.05
C 5.5248 -2.9319 1.8033 -1.76 3.55 3.19
C -1.2155 -3.1720 -4.1137 0.04 0.48 0.45
H -8.5511 -0.0353 -9.1643 0.22 -0.04 0.22
H -1.1391 3.1754 5.2875 -0.12 -0.04 0.15
H -6.1936 -0.8777 -3.4247 0.01 0.04 -0.31
H 1.0565 6.6649 -4.8737 -0.02 -0.19 -0.06
H -4.2787 -3.1057 -8.4949 0.13 -0.02 -0.11
H 2.5249 -1.0112 2.6393 1.95 -0.72 0.10
H -2.2095 -1.6600 2.2651 -0.11 -0.19 0.00
H 1.8215 -4.5177 2.2205 0.37 0.95 -1.04
H -0.6997 6.7864 -4.6744 0.04 -0.13 0.26
H 4.1134 -1.9968 -0.8340 -1.75 -0.13 0.75
H 2.0598 2.9906 -0.5227 -0.19 0.05 -0.21
H -6.0264 -1.2321 -12.5958 0.16 -0.13 -0.03
H 3.1894 3.7325 -1.6660 -0.12 -0.06 -0.16
H 8.6616 3.1707 6.2299 -0.09 -0.01 -0.16
H 7.6088 4.8505 8.3154 0.13 0.12 0.09
H -7.7853 -1.6187 -3.6567 -0.06 0.19 -0.06
H -4.4823 -1.6190 -13.4306 -0.15 -0.05 0.14
H -2.6407 -6.9653 -7.8412 0.18 0.11 0.22
H -9.6064 -0.9676 -8.0900 -0.01 0.17 0.12
H 7.4379 -2.4529 3.0557 -1.87 0.47 -0.09
H -3.7913 0.9835 -4.7571 0.22 -0.04 0.00
H -1.5055 0.0573 0.4775 -0.08 -0.15 -0.27
H -3.1671 -5.4470 6.5305 0.21 0.12 -0.19
H 8.3295 3.7286 4.5537 -0.05 -0.13 0.16
H -0.7504 -2.4203 1.6099 -0.13 -0.07 0.28
H -0.4273 0.4415 -0.8702 -0.17 0.07 0.14
H -4.2879 -1.6696 5.4120 0.04 0.32 -0.18
H -2.4078 3.6975 6.4489 0.13 -0.15 -0.06
H -2.7348 -3.4927 -9.3307 -0.18 0.08 -0.09
H 2.1177 2.3864 -2.1831 0.11 0.15 0.12
H 3.7000 2.4144 5.0314 0.15 -0.13 0.16
H -2.4289 4.2752 4.7747 -0.15 -0.27 -0.06
H -3.8445 -0.8935 6.9407 0.22 0.06 -0.06
H -4.1919 -5.5004 5.0868 -0.03 0.21 0.02
H -2.3256 -3.1615 1.2838 -0.09 0.10 0.18
H -4.1526 -0.7040 -5.1533 0.07 -0.07 0.28
H -2.8766 -5.2469 -8.1928 -0.12 -0.07 0.18
H 10.7932 3.2582 12.0468 -0.11 -0.10 -0.15
H 5.9904 -3.7190 1.1300 -0.95 1.23 0.91
H -1.1273 -2.3049 -4.7721 -0.15 -0.11 0.05
H -4.0750 -3.9986 6.0676 -0.05 -0.11 -0.16
H -2.5744 -1.4136 5.7785 -0.04 0.12 0.15
H -0.0156 5.3181 -5.3915 0.19 0.07 0.05
H 4.0310 1.8564 6.7070 0.07 0.03 -0.22
H -7.6270 0.1610 -3.4604 -0.10 -0.16 -0.09
H -2.7609 -2.3677 -7.9644 -0.15 0.18 -0.23
H 9.6605 2.5175 13.1893 -0.21 0.21 -0.12
H 8.8794 4.8723 5.7893 -0.29 0.02 0.08
H -3.8923 -6.0722 -6.9622 0.08 0.17 -0.08
H 2.4947 -2.6962 -1.3217 0.48 0.70 1.66
H -5.0232 0.0602 -13.2746 0.15 -0.01 0.27
H -9.4482 0.8121 -7.8937 -0.04 -0.19 0.08
H -0.3809 -3.1574 -3.4121 -0.03 -0.24 -0.19
H 2.8815 3.1701 6.4082 0.26 0.19 0.02
H -2.1459 -3.1312 -3.5431 0.04 0.09 -0.20
H -2.4734 -0.1474 -5.2226 -0.06 0.19 0.09
H -1.7426 1.5745 -0.4048 0.01 -0.08 -0.17
H 6.9280 6.3192 9.0302 0.04 -0.18 0.26
H 8.6835 6.1934 8.8370 -0.02 -0.19 -0.01
H 6.3075 -0.7489 4.6370 -1.15 -0.77 -1.51
H 9.7186 1.9152 11.5249 0.11 0.17 -0.04
```
Positions in Å, forces in eV/Å.

Calculated values
- Charge: -1
- Highest occupied orbital energy: -0.176 Ha
- Electronic energy: -109438.153 eV